{"formula": "C28H31BCrF7N5O4S2Sb", "method": "wB97M-V/def2-TZVPD", "orbital_gap_ev": [6.5, 7.5], "spin_multiplicity": 5, "charge": -1, "lumo_energy_ev": [1.93, 1.93], "relative_energy_ev": 1.022, "symbols": ["C", "H", "C", "H", "C", "S", "H", "C", "F", "H", "H", "C", "H", "N", "C", "H", "C", "H", "C", "C", "H", "H", "C", "C", "H", "F", "O", "C", "C", "N", "C", "H", "C", "H", "H", "F", "H", "H", "H", "H", "C", "C", "H", "Sb", "O", "O", "F", "H", "C", "O", "F", "N", "C", "C", "H", "C", "B", "C", "C", "F", "N", "F", "H", "C", "H", "N", "C", "C", "H", "H", "H", "C", "H", "H", "Cr", "C", "S", "H", "H", "H"], "coordinates": [[0.977, -0.091, -7.354], [-1.949, 2.377, -0.351], [3.572, -0.408, -3.881], [-0.545, -2.717, -4.983], [-1.487, 3.692, -3.997], [1.040, -2.599, 3.776], [-5.725, 0.246, 0.123], [1.082, 0.054, -5.981], [-1.514, -1.547, -0.787], [-0.374, 2.542, -0.781], [4.745, 2.197, -1.291], [-4.750, 0.688, 0.297], [-4.792, 1.446, 1.073], [0.200, -2.777, 1.359], [-0.239, -2.147, -7.019], [-2.247, 0.498, -3.306], [4.404, 1.474, -2.018], [-5.418, -1.528, 2.020], [-4.472, -1.092, 2.317], [0.537, -0.880, -5.115], [1.560, 2.437, -3.368], [2.162, -0.169, 2.701], [-2.267, 2.563, -3.825], [0.306, -1.191, -7.852], [1.404, 0.636, -8.027], [0.167, -1.327, -9.200], [1.457, -0.745, -0.219], [4.892, 0.011, -3.880], [2.657, 0.114, -2.980], [-0.682, -1.979, 1.967], [5.285, 0.947, -2.943], [3.248, -1.149, -4.599], [2.125, 0.385, 1.753], [3.003, -3.249, 1.090], [2.858, -5.602, 0.343], [-2.081, 4.868, -4.338], [1.306, -5.792, 1.178], [-1.697, -0.307, 3.425], [-0.675, -0.474, 4.748], [2.898, -4.334, 2.479], [2.345, -3.949, 1.618], [-0.114, -1.983, -5.648], [2.395, 1.431, -1.307], [0.626, -0.664, -2.917], [1.545, 3.054, 2.079], [-2.397, 0.167, 1.317], [-3.235, -3.019, -1.102], [1.602, 0.913, -5.582], [1.166, -3.182, 2.090], [3.510, -1.153, 0.529], [-3.386, -0.927, -1.909], [-0.997, 2.168, -0.075], [-0.117, 3.663, -3.834], [-0.270, 1.314, -3.288], [1.444, -4.689, -0.202], [-0.689, 2.759, 1.224], [-2.543, -2.009, -1.695], [-1.646, 1.381, -3.456], [0.695, 2.260, 1.669], [-1.926, -2.375, -2.863], [0.813, 0.948, 1.531], [6.580, 1.364, -2.936], [-3.872, -1.831, 2.837], [3.088, 1.045, -2.044], [-3.334, 2.613, -3.987], [-1.199, -0.956, 4.028], [2.426, -0.594, 0.602], [1.959, -5.083, 0.670], [0.455, 4.563, -3.996], [-4.381, 1.117, -0.630], [-1.437, 2.405, 1.939], [-0.432, -1.793, 3.237], [5.608, -0.378, -4.588], [2.897, 1.166, 1.788], [-0.359, -0.233, 0.478], [0.485, 2.463, -3.488], [-3.551, -0.627, 0.788], [-4.614, -0.219, 2.943], [-0.754, -2.998, -7.438], [-0.695, 3.858, 1.209]], "mulliken_charge": [-0.8417, 0.1634, -0.7900, 0.3976, 0.2781, -0.2733, 0.4782, 0.1422, 0.8393, 0.0530, 0.4736, -1.2243, 0.4505, -0.1934, -0.6260, 0.4179, -0.4869, 0.4778, -1.2958, -0.3818, 0.2703, 0.1035, -0.7066, 0.3908, 0.4363, -0.3596, 0.2037, -0.6640, 0.0502, -0.0725, 0.1052, 0.4633, -1.5872, 0.0712, 0.3945, -0.3771, 0.3218, 0.1797, 0.3055, 0.4491, -0.1915, -0.5927, 0.5641, 0.8435, -0.7978, -0.5267, -0.3183, 0.4190, 0.4584, -0.8655, -0.4011, -0.3871, -0.6161, 0.4863, 0.2270, -0.5609, -0.5837, -0.7323, 0.4148, -0.1008, 0.5913, -0.3715, 0.3696, -0.4821, 0.4563, -0.4490, 1.0093, -1.2112, 0.4378, 0.1847, 0.1658, 0.1455, 0.4356, 0.4029, 0.5360, -0.1619, 0.8876, 0.3653, 0.4459, 0.4670]}

=====

{"formula": "C28H31ClI2N5OSn", "method": "wB97M-V/def2-TZVPD", "orbital_gap_ev": 6.9, "charge": 1, "lumo_energy_ev": -2.68, "symbols": ["C", "H", "C", "C", "C", "C", "H", "I", "N", "C", "N", "H", "C", "H", "N", "Sn", "H", "C", "H", "H", "N", "H", "H", "C", "C", "C", "H", "H", "H", "Cl", "H", "C", "H", "H", "C", "H", "C", "H", "I", "H", "H", "H", "C", "C", "H", "C", "H", "H", "C", "H", "H", "C", "C", "C", "H", "C", "H", "H", "C", "H", "C", "H", "C", "O", "C", "C", "H", "C", "N"], "coordinates": [[-1.723, -23.852, -3.606], [0.733, -19.742, -9.051], [-1.849, -19.277, -4.675], [-2.759, -18.205, -4.863], [-4.660, -19.507, -3.561], [1.834, -25.936, -6.422], [-5.203, -14.106, -4.576], [2.508, -20.067, -7.037], [-0.971, -22.641, -3.206], [-5.458, -14.880, -5.354], [1.146, -21.129, -2.275], [-2.804, -15.054, -6.079], [2.811, -23.456, -3.596], [4.719, -19.682, 1.287], [0.255, -24.490, -5.040], [1.047, -22.191, -4.463], [-0.867, -19.122, -5.139], [-4.529, -16.039, -5.187], [-1.794, -21.821, -1.393], [3.183, -24.283, -4.240], [0.627, -21.347, -0.127], [1.191, -29.211, -7.066], [3.718, -19.751, -2.924], [0.982, -28.252, -6.648], [1.966, -27.282, -6.812], [2.738, -20.397, 0.914], [-5.527, -19.250, -2.966], [1.424, -21.455, -9.078], [-0.835, -16.080, -6.841], [2.101, -24.237, -2.213], [-0.916, -23.297, -1.126], [-0.911, -22.372, -1.725], [0.101, -21.436, 0.726], [-2.116, -24.367, -2.706], [3.991, -19.978, 0.523], [-1.028, -28.675, -5.782], [-0.951, -16.925, -6.161], [-4.928, -20.302, -4.208], [-0.972, -21.361, -7.717], [-0.101, -16.856, -5.466], [2.337, -20.394, 1.923], [3.629, -22.814, -3.233], [1.907, -20.731, -0.145], [-2.336, -17.023, -5.518], [-5.342, -14.347, -6.308], [0.956, -20.648, -8.500], [5.328, -19.463, -1.067], [2.890, -27.574, -7.274], [0.658, -25.636, -5.767], [-2.152, -26.484, -4.390], [-5.921, -17.211, -4.077], [4.363, -19.859, -0.837], [3.501, -20.172, -1.907], [0.265, -21.559, -1.404], [-6.559, -15.104, -5.235], [-3.198, -15.981, -5.658], [-1.407, -21.747, -3.624], [-2.612, -23.562, -4.228], [-0.887, -24.759, -4.401], [-0.725, -17.780, -6.784], [2.261, -20.640, -1.521], [-3.875, -19.932, -2.940], [-4.936, -17.238, -4.529], [-2.083, -20.377, -4.126], [-0.226, -27.949, -5.988], [-4.083, -18.323, -4.319], [2.634, -25.208, -6.634], [-0.325, -26.647, -5.508], [-1.278, -26.034, -4.654]], "mulliken_charge": [-1.0303, 0.4646, -0.3522, 0.8780, -1.1530, -0.6024, 0.2782, 0.0308, 0.1770, -1.3544, 0.1666, 0.4006, -0.8963, 0.3615, 0.3283, 0.3971, 0.3933, 0.4416, 0.3802, 0.3872, -0.0171, 0.4171, 0.3589, -0.4906, -0.5912, -0.9603, 0.4400, 0.4938, 0.3811, -0.1734, 0.4791, -0.8577, 0.2561, 0.4136, -0.4694, 0.3557, -1.6421, 0.3132, 0.0825, 0.3787, 0.3951, 0.4200, 0.6009, 0.8857, 0.3676, -0.9956, 0.4291, 0.3914, 0.0011, 0.2643, 0.3628, -0.6295, -0.6894, 0.0421, 0.3482, -0.6454, 0.4478, 0.2827, 0.3476, 0.2477, 0.3270, 0.1524, -0.9675, -0.7243, -0.9654, 0.4204, 0.4647, 0.6276, -0.0733]}

=====

{"formula": "C28H31IrNO7P4SSe3Te", "method": "wB97M-V/def2-TZVPD", "orbital_gap_ev": [6.8, 5.7], "spin_multiplicity": 6, "lumo_energy_ev": [-0.77, -2.57], "relative_energy_ev": 1.051, "symbols": ["O", "C", "H", "S", "H", "H", "P", "H", "Te", "C", "O", "H", "C", "C", "C", "H", "H", "Ir", "O", "C", "H", "H", "H", "C", "P", "C", "P", "H", "H", "H", "O", "C", "H", "H", "N", "Se", "H", "Se", "H", "C", "O", "H", "C", "C", "C", "H", "C", "H", "C", "C", "H", "C", "C", "H", "H", "C", "C", "C", "C", "H", "H", "P", "O", "H", "H", "C", "C", "C", "H", "O", "C", "H", "H", "C", "C", "Se", "H"], "coordinates": [[0.331, 0.958, 3.872], [-3.870, -1.043, -0.079], [-1.655, -0.279, -3.723], [3.767, 3.066, -0.432], [-2.730, -4.746, 4.237], [-1.908, 0.126, -6.144], [1.158, 0.599, 5.082], [0.973, -0.044, -3.122], [-1.585, 4.454, 0.476], [2.285, 1.374, -2.160], [0.738, -0.864, 5.582], [-1.757, -0.851, 2.747], [-0.322, -2.395, 2.358], [-1.485, 2.226, -5.997], [-2.546, 0.750, -0.997], [1.730, 2.296, -2.353], [1.734, 3.364, 0.846], [0.108, 0.920, 1.069], [2.698, 0.290, 4.461], [-2.644, -0.544, -0.494], [2.975, 1.248, -3.000], [3.573, -1.811, 0.703], [-3.934, -2.049, 0.316], [1.215, -3.593, -1.787], [3.082, -0.056, 2.996], [-2.391, -2.751, 3.533], [-0.945, 1.453, -1.483], [1.556, 4.000, -0.804], [-1.035, 4.276, -5.551], [-3.619, 2.557, -1.462], [4.485, -0.370, 2.764], [-2.057, -4.086, 3.706], [3.005, -4.130, -2.843], [-3.320, -2.366, 3.932], [0.191, 0.338, -1.223], [-1.591, 2.477, 1.949], [-0.597, -5.623, 3.350], [-0.609, 3.433, 4.007], [-0.388, -2.931, -0.541], [0.009, -3.741, 2.531], [2.573, 1.184, 2.089], [1.903, -0.699, -1.791], [-1.178, 1.770, -3.273], [2.590, -3.610, -1.989], [-4.912, 1.042, -0.674], [3.310, 1.738, 1.791], [-1.655, 0.945, -5.483], [-5.963, -0.635, 0.156], [2.903, -2.301, 0.007], [-0.857, -4.582, 3.209], [0.476, -1.428, 4.843], [-1.008, 3.047, -3.793], [1.525, -2.272, 0.203], [4.503, -2.995, -1.233], [-5.797, 1.662, -0.740], [2.240, 3.899, 0.040], [-1.507, 0.716, -4.126], [0.685, -2.930, -0.694], [-1.523, -1.901, 2.862], [0.942, -4.124, 2.136], [2.503, 4.894, 0.397], [0.812, -1.271, 1.526], [1.329, 1.508, 6.214], [2.428, 1.148, -0.035], [-1.749, -1.149, -0.425], [3.073, 1.458, -0.859], [3.430, -2.972, -1.090], [-1.165, 3.278, -5.153], [-0.750, 3.867, -3.131], [2.098, -1.240, 2.563], [-3.688, 1.544, -1.083], [0.555, -4.101, -2.479], [3.912, 0.759, -0.881], [-5.005, -0.249, -0.168], [1.338, 0.177, -2.113], [-1.389, 5.484, 3.914], [-1.605, 2.402, -7.058]], "mulliken_charge": [-0.2479, -0.5187, 0.4334, -0.1788, 0.4071, 0.4095, 0.5172, 0.4566, -0.0748, -0.6419, -0.5774, 0.4355, 0.1404, -0.4479, 0.2393, 0.1753, -0.1502, 3.1442, -0.3683, 0.1108, 0.3808, 0.4490, 0.4983, -0.6962, 0.8846, -0.8050, -0.3602, 0.0348, 0.4195, 0.3992, -0.7872, -0.5774, 0.3914, 0.4685, -0.2215, -0.1016, 0.4372, 0.2092, 0.2305, -0.7049, -0.3289, -0.4018, 0.5284, -0.6238, -0.6474, 0.2150, -0.7286, 0.4025, -0.9938, -0.7135, 0.3791, 0.0208, 0.2317, 0.4685, 0.4257, -0.1894, -0.4393, 0.0128, 0.1111, 0.5071, 0.4308, 0.2613, -0.7066, -1.1687, 0.1890, 0.8704, -0.6246, -0.6355, 0.3366, -0.1935, -0.6804, 0.4576, 0.2957, -0.6245, -0.3369, -0.3093, 0.3898]}

=====

no.,DFT total energy (eV)
1,-121517.975
2,-73587.512
3,-299529.006